1.
C26H39BFeN5O2S2 as an isolated structure, computed with ωB97M-V/def2-TZVPD.

Summary:
**Energy above the lowest of the compared OMol25 structures with the same formula, charge and spin**: 32.9 kcal/mol
**Kohn-Sham gap (alpha / beta)**: 6.826 / 6.996 eV
**LUMO energy (alpha / beta)**: -5.99 / -5.75 eV
**HOMO level (alpha / beta)**: -12.82 / -12.75 eV

```
! wB97M-V def2-TZVPD RIJCOSX def2/J DEFGRID3
* xyz 2 2
C -2.529 0.234 1.012
H 1.089 -4.472 0.323
H 0.081 3.064 -2.680
H 2.865 1.756 -4.310
O -0.452 -0.988 -1.637
H 3.191 -2.216 1.079
H 1.418 -2.462 2.622
H -5.518 -3.004 -0.128
C -1.489 -0.119 0.196
H 2.164 -4.665 1.715
H -2.376 0.740 1.956
O -0.103 0.066 0.371
H -4.651 0.193 1.170
S 6.400 -0.436 1.514
H 4.158 0.196 6.261
C 4.702 -0.194 1.647
H 0.183 -4.673 3.148
C 3.975 -0.071 2.901
C -0.972 4.823 -0.720
H -6.603 -2.877 -1.518
H -6.674 -0.732 -2.900
H -0.461 2.944 0.222
H 1.451 4.450 -3.853
C -0.751 3.321 -0.755
N 0.308 2.947 -1.703
H -0.805 -4.526 1.835
H 4.802 -0.021 -1.679
C 1.227 -2.707 1.575
C -3.811 -0.084 0.550
H 3.341 2.126 -2.077
H 7.212 -0.437 -0.773
C 5.039 -0.118 -0.627
H 3.169 4.224 -4.185
C 6.314 -0.332 -0.183
H 1.695 0.523 5.909
H -4.992 -1.059 -3.299
H -6.509 -0.846 0.752
C 1.233 -4.218 1.372
C 1.871 0.281 3.794
H -3.063 -1.583 -2.419
C 2.361 0.331 5.080
H 0.111 -5.885 2.031
C 2.119 2.371 -3.812
N 2.391 2.279 -2.376
C -1.693 -0.756 -1.010
C -5.616 -2.606 -1.141
H 0.811 0.401 3.597
C -4.040 -0.733 -0.665
B 0.456 -0.459 -0.777
N 2.654 0.090 2.723
C -6.534 -0.459 -0.268
C 4.542 -0.065 4.173
C 4.090 -0.043 0.431
C -2.941 -1.085 -1.466
H 0.245 -2.302 1.311
H -1.777 5.062 -0.025
H -0.069 5.339 -0.392
H 5.609 -0.206 4.288
Fe 2.214 0.306 0.596
H -1.661 2.805 -1.067
S 2.139 2.579 0.248
H -4.870 -3.093 -1.774
H -1.254 5.203 -1.703
H -7.513 -0.699 -0.684
H -6.449 0.629 -0.234
C 3.730 0.150 5.268
H -5.453 0.516 -2.636
H 1.147 1.912 -4.014
C -5.450 -1.080 -1.150
C 2.178 3.799 -4.341
H 2.171 -2.285 -0.215
H 1.971 3.805 -5.411
C 1.550 2.599 -1.398
N 0.106 -4.870 2.147
C -5.645 -0.558 -2.582
N 2.240 -2.041 0.768
*
```

Atomic partial charges in e from the Löwdin method, atoms 1 to 5:
1. C 0.024
2. H 0.142
3. H 0.135
4. H 0.125
5. O 0.186

2.
A 5-piece molecular cluster, C26H39BrINO13S5 overall, computed with ωB97M-V/def2-TZVPD.

Summary:
**Kohn-Sham gap**: 7.571 eV
**LUMO energy**: -0.39 eV
**HOMO level**: -7.96 eV

```
! wB97M-V def2-TZVPD RIJCOSX def2/J DEFGRID3
* xyz 0 1
H -2.014 -3.334 -3.555
S -1.719 4.921 5.814
H 0.046 6.226 4.976
H -6.506 0.006 4.085
H 3.536 0.460 1.380
H -4.924 -0.225 3.330
H 0.402 -6.412 -6.605
H -3.681 0.370 -1.642
C -7.200 -1.692 -1.124
H -1.458 7.176 5.162
O -6.037 -0.909 -1.377
O 6.286 1.012 0.521
S -4.934 -1.475 -2.420
C -0.810 6.430 5.621
O -4.260 1.564 0.303
H -6.399 -2.470 0.727
H 3.986 -1.067 2.190
H 8.377 -2.140 1.421
H 8.267 -1.358 3.823
C -3.697 3.555 8.054
I 2.951 -7.993 -8.072
H -0.466 6.762 6.601
S -3.608 1.877 1.551
H -1.845 3.181 0.709
C 8.682 -0.747 3.017
O -4.095 -2.427 -1.736
H 5.513 -2.756 -7.106
H -2.355 3.719 2.335
O -0.883 3.967 6.495
O -2.370 4.611 4.565
H -7.633 -2.058 -2.060
C 3.472 -0.941 -4.847
H -7.828 -3.341 0.121
O -2.771 0.924 2.233
O -4.712 2.441 2.594
H -4.622 3.049 8.343
H -6.308 1.293 1.907
H -5.077 0.876 4.694
S 5.858 0.284 1.691
C 5.005 0.149 -2.866
O 5.873 0.874 3.004
C 3.550 -3.339 -6.852
Br 5.562 -5.386 -8.185
C 6.270 -0.350 -3.660
H -4.675 0.778 -3.081
H -3.039 2.818 7.589
H 4.239 -0.876 0.421
O 6.643 -1.132 1.747
C 2.096 -3.098 -6.235
C 4.722 -1.500 -5.682
C -1.297 -3.510 -4.452
H -4.726 5.366 7.562
C 1.255 -5.644 -6.677
H 8.417 -0.465 0.884
C -4.026 0.033 -2.620
H -3.172 -0.172 -3.267
C 3.825 -4.824 -7.395
C 3.588 -0.144 -3.497
C -6.905 -2.835 -0.171
C -5.876 1.658 2.844
H 7.312 -0.127 -3.227
H -6.247 -3.573 -0.636
C -3.989 4.702 7.105
H -7.937 -1.026 -0.667
C 2.679 -5.938 -7.321
C 6.153 -1.157 -5.040
H 9.766 -0.880 2.993
H -6.613 2.323 3.301
H 2.613 0.189 -2.957
C 4.240 -0.373 1.389
C 8.067 -1.126 1.683
O 7.354 -1.598 -5.755
C 0.975 -4.199 -6.116
H 5.035 0.712 -1.861
H -3.193 3.916 8.954
H -3.348 4.130 0.895
H -4.420 4.339 6.166
N 4.595 -2.273 -6.952
C -0.409 -3.745 -5.410
O -5.586 -1.789 -3.667
O -2.824 5.484 6.857
C -5.583 0.513 3.795
H 7.299 -2.591 -5.684
S 1.797 -1.353 -5.600
H 8.474 0.297 3.263
C -2.699 3.385 1.355
*
```

Atomic partial charges in e from the Löwdin method, atoms 1 to 5:
1. H 0.059
2. S 0.614
3. H 0.078
4. H 0.080
5. H 0.078

no.,electronic energy (hartree)
1,-3522.8528
2,-6909.1024